[1]
Formula: C5H4BrIO
Source: the Open Molecules 2025 dataset
Level of theory: ωB97M-V/def2-TZVPD

Each line ends with the Mulliken charge.
Cartesian coordinates (Å):
C: 1.3075 0.9587 2.2196  -0.350
C: 0.5695 1.6191 1.3615  0.122
C: 1.2019 -1.0396 1.3827  0.623
C: -0.0009 0.7756 0.2298  -0.775
C: -0.0300 -0.7026 0.6847  -0.742
O: 1.9193 -1.8920 1.7356  -0.369
Br: -0.0201 3.4728 1.3348  -0.157
I: 2.2390 1.5517 3.9391  0.132
H: -1.0547 1.1527 0.1368  0.360
H: 0.4889 0.9851 -0.6095  0.434
H: -0.2616 -1.3645 -0.0828  0.395
H: -0.7119 -0.7793 1.4337  0.327

Computed properties:
LUMO   0.010 Ha
ΔE to the lowest compared entry with this formula, charge and spin   37.5 kcal per mole
HOMO-LUMO gap   8.9 eV

---

[2]
Formula: C52H122N6O8S4
Source: the Open Molecules 2025 dataset
Level of theory: ωB97M-V/def2-TZVPD

Each line ends with the Mulliken charge.
Cartesian coordinates (Å):
C: 0.0669 -0.8115 -4.4694  -2.023
C: 0.7958 -1.9833 -5.0877  -0.289
N: 0.4256 -3.3048 -4.5626  0.994
C: -1.0223 -3.5583 -4.5025  -0.316
C: -1.3947 -4.6034 -3.4707  -0.954
C: 1.0713 -4.3531 -5.3447  -0.913
C: 2.5588 -4.4781 -4.9743  -0.984
H: 0.1841 -0.8220 -3.3806  0.405
H: -1.0074 -0.7216 -4.6145  0.561
H: 0.5690 0.1240 -4.7236  0.514
H: 0.7976 -1.9398 -6.1875  0.425
H: 1.8431 -1.9003 -4.7827  0.156
H: -1.5443 -2.6218 -4.3190  -0.073
H: -1.3918 -3.8795 -5.4910  0.254
H: -1.3975 -4.1597 -2.4739  -0.078
H: -2.3804 -5.0148 -3.7022  0.375
H: -0.7422 -5.4781 -3.4593  0.466
H: 1.0152 -4.2064 -6.4328  0.332
H: 0.6104 -5.3209 -5.1501  0.405
H: 2.9373 -5.4935 -5.1452  0.507
H: 2.7105 -4.3820 -3.8996  0.015
H: 3.2037 -3.8243 -5.5596  0.280
C: -0.6796 5.5537 0.3957  -1.556
C: -0.9721 5.3062 1.8607  -0.564
N: -2.1011 4.4051 2.1390  1.385
C: -3.2427 4.6018 1.2697  -0.558
C: -4.3477 3.5666 1.4682  -1.241
C: -2.4660 4.4006 3.5480  -0.539
C: -1.2761 4.4264 4.5343  -1.246
H: -0.5943 4.6675 -0.2426  0.176
H: 0.2924 6.0282 0.2534  0.422
H: -1.4609 6.1589 -0.0705  0.441
H: -0.0982 4.7579 2.2316  0.380
H: -1.0191 6.2366 2.4392  0.453
H: -3.6918 5.6076 1.3469  0.431
H: -2.8718 4.5085 0.2451  0.008
H: -4.7993 3.7359 2.4453  0.430
H: -5.0858 3.6275 0.6688  0.454
H: -3.9582 2.5460 1.4213  0.012
H: -2.9095 3.4379 3.8185  0.148
H: -3.1517 5.2102 3.8294  0.322
H: -0.6572 3.5349 4.4381  0.075
H: -1.7099 4.4367 5.5359  0.411
H: -0.6693 5.3265 4.4421  0.420
C: 6.7174 3.9734 -2.9640  -1.410
C: 6.0409 2.7452 -2.3579  -0.086
N: 5.5137 3.0890 -1.0192  0.326
C: 5.7399 2.0900 0.0201  0.589
C: 7.2299 1.7294 0.1563  -1.566
C: 4.1118 3.4918 -1.1753  -0.040
C: 3.6029 4.3113 0.0081  -1.099
H: 5.9406 4.7294 -3.0967  0.257
H: 7.0968 3.7667 -3.9661  0.439
H: 7.4661 4.3263 -2.2620  0.317
H: 5.2472 2.3372 -2.9945  0.085
H: 6.7700 1.9419 -2.2354  0.405
H: 5.4274 2.5629 0.9526  0.127
H: 5.1495 1.1797 -0.1740  -0.282
H: 7.8440 2.6135 -0.0136  0.392
H: 7.4164 1.3730 1.1692  0.394
H: 7.5120 0.9678 -0.5680  0.307
H: 3.4945 2.6170 -1.4150  -0.157
H: 4.0484 4.1667 -2.0294  0.420
H: 3.6191 3.7492 0.9502  0.033
H: 2.6161 4.7359 -0.1475  0.215
H: 4.3660 5.0577 0.2505  0.443
C: 3.3065 -0.0861 -2.8726  -0.656
C: 3.2905 -1.5962 -2.5751  -0.576
N: 4.0687 -2.0426 -1.4327  1.394
C: 5.4813 -1.7201 -1.6080  -0.312
C: 6.2881 -1.9408 -0.3191  -1.586
C: 3.8407 -3.4242 -1.0705  -0.808
C: 2.3533 -3.7293 -0.8064  -0.264
H: 4.2428 0.2492 -3.3150  0.596
H: 2.9574 0.4656 -2.0027  -0.343
H: 2.5928 0.0453 -3.6884  0.174
H: 2.2428 -1.9028 -2.5451  -0.211
H: 3.6716 -2.1461 -3.4531  0.220
H: 5.6641 -0.6818 -1.8816  0.081
H: 5.8907 -2.3252 -2.4311  0.400
H: 7.1792 -1.3169 -0.4105  0.511
H: 6.5576 -2.9839 -0.1587  0.429
H: 5.7646 -1.6061 0.5779  0.127
H: 4.2244 -4.1169 -1.8363  0.222
H: 4.3420 -3.6667 -0.1331  0.466
H: 1.9112 -2.9248 -0.2125  -0.240
H: 1.7511 -3.7914 -1.7141  -0.301
H: 2.3021 -4.6644 -0.2505  0.564
C: -2.5929 5.3659 -3.0836  -1.289
C: -2.5099 3.9404 -3.6344  0.072
N: -3.7616 3.2547 -3.9310  0.101
C: -3.5191 2.0462 -4.7333  0.440
C: -3.1964 2.3943 -6.1673  -1.666
C: -4.4525 2.9445 -2.6963  0.524
C: -5.9420 2.6343 -2.8487  -1.687
H: -2.9432 6.0347 -3.8683  0.376
H: -1.5839 5.7029 -2.8431  0.349
H: -3.2132 5.3707 -2.1901  0.241
H: -1.9505 3.9979 -4.5743  0.348
H: -1.8521 3.2949 -3.0312  -0.087
H: -2.6574 1.5683 -4.2395  -0.199
H: -4.3793 1.3857 -4.6608  0.385
H: -2.1537 2.6035 -6.4107  0.319
H: -3.5182 1.6536 -6.9054  0.420
H: -3.7407 3.2851 -6.4982  0.400
H: -4.4359 3.7354 -1.9432  0.021
H: -3.9637 2.0977 -2.1789  -0.128
H: -6.1655 1.8571 -3.5846  0.359
H: -6.5253 3.4957 -3.1770  0.399
H: -6.3207 2.2763 -1.8890  0.389
C: -4.5768 -2.1835 2.2390  -0.363
C: -5.1233 -3.0773 1.1356  -1.141
N: -4.3075 -3.0422 -0.0761  0.513
C: -4.6132 -4.1763 -0.9719  -0.251
C: -6.0186 -4.1739 -1.5518  -1.165
C: -4.3037 -1.7229 -0.7023  -0.289
C: -3.4226 -1.6984 -1.9403  -0.493
H: -3.8855 -2.7799 2.8510  0.023
H: -5.3200 -1.9316 3.0026  0.379
H: -4.0463 -1.2808 1.9558  -0.133
H: -5.2109 -4.1182 1.4564  0.531
H: -6.1803 -2.8253 0.9369  0.399
H: -3.7586 -4.2654 -1.6483  -0.256
H: -4.3661 -5.0458 -0.3512  0.638
H: -6.1492 -4.9665 -2.2819  0.433
H: -6.6927 -4.3635 -0.7090  0.308
H: -6.3212 -3.1626 -1.8229  0.276
H: -3.9539 -0.9229 -0.0492  -0.227
H: -5.3283 -1.4224 -0.9762  0.341
H: -3.8064 -2.3757 -2.7077  0.583
H: -2.4085 -2.0547 -1.7427  -0.115
H: -3.3332 -0.6985 -2.3631  -0.052
C: -0.3732 -0.8436 0.6599  0.044
C: -1.1882 0.2432 1.3809  3.118
C: -1.0776 1.5540 0.5942  -0.755
S: -0.2251 1.1551 -0.9233  0.995
O: 0.7492 2.1810 -1.2488  -0.704
O: -1.2440 0.6676 -1.8362  -0.053
C: 0.6744 -0.2535 -0.2996  0.101
H: -1.0021 -1.5613 0.1294  -0.176
H: 0.1465 -1.4903 1.3740  -0.703
H: -0.8592 0.3260 2.4139  -1.354
H: -2.2287 -0.0811 1.4632  -1.233
H: -0.3652 2.1729 1.1516  0.078
H: -1.9069 2.2424 0.4571  0.334
H: 1.5114 0.2253 0.2111  -0.189
H: 1.0548 -0.8771 -1.1024  0.014
C: 4.6581 1.3206 3.6708  -0.258
C: 4.8168 0.0487 2.8309  0.371
C: 3.4422 -0.6186 2.5939  0.333
S: 2.3524 0.0972 3.8462  1.229
O: 1.7124 -0.8834 4.6927  -0.799
O: 1.5370 1.0796 3.1489  -0.364
C: 3.6256 1.0208 4.7376  -1.226
H: 4.3080 2.1677 3.0760  -0.196
H: 5.5890 1.6308 4.1445  0.635
H: 5.4311 -0.6704 3.3734  0.316
H: 5.3052 0.2941 1.8897  -0.515
H: 3.4072 -1.6875 2.7948  0.412
H: 2.9338 -0.3787 1.6648  -0.738
H: 4.0374 0.3232 5.4711  0.378
H: 3.1054 1.8333 5.2386  0.482
C: -1.6466 0.4894 5.0585  0.894
C: -2.9502 -0.1108 4.5360  1.103
C: -3.5542 -1.0562 5.5851  -1.108
S: -2.5518 -0.8597 7.0969  1.062
O: -1.5194 -1.8871 7.0593  -0.565
O: -3.3818 -0.6522 8.2721  -0.732
C: -1.7701 0.7099 6.5516  -1.061
H: -1.5112 1.4321 4.5218  -0.454
H: -0.7420 -0.0827 4.8429  -0.296
H: -2.6727 -0.7179 3.6716  -1.228
H: -3.6362 0.6455 4.1599  0.514
H: -3.7566 -2.0797 5.2819  0.494
H: -4.5452 -0.6639 5.8309  0.436
H: -0.9386 0.9125 7.2164  0.525
H: -2.5807 1.4317 6.6983  0.322
C: -0.6428 -3.3691 3.7821  1.504
C: 0.0294 -4.1281 2.6565  0.595
C: 1.0327 -5.1243 3.2524  -0.971
S: 0.1129 -5.8514 4.6499  1.191
O: 0.9764 -6.0979 5.7793  -0.676
O: -0.8040 -6.8087 4.0447  -0.669
C: -0.8400 -4.3530 4.9495  -1.119
H: -1.6053 -2.9247 3.5230  -0.685
H: -0.0591 -2.5380 4.1832  -0.414
H: 0.5546 -3.4390 1.9907  -0.660
H: -0.7239 -4.6493 2.0634  0.298
H: 1.8888 -4.5632 3.6301  0.305
H: 1.3690 -5.9080 2.5789  0.579
H: -0.4173 -4.0409 5.9070  0.417
H: -1.8703 -4.6013 5.1996  0.472

Computed properties:
LUMO   0.006 Ha
SMILES   O=S1(=O)CCCC1.O=S1(=O)CCCC1.O=S1(=O)CCCC1.O=S1(=O)CCCC1.CCN(CC)CC.CCN(CC)CC.CCN(CC)CC.CCN(CC)CC.CCN(CC)CC.CCN(CC)CC
ΔE to the lowest compared entry with this formula, charge and spin   0.0 kcal per mole
HOMO-LUMO gap   8.4 eV

---

[3]
Formula: C14H27ClOOsP2
Source: the Open Molecules 2025 dataset
Level of theory: ωB97M-V/def2-TZVPD

Each line ends with the Mulliken charge.
Cartesian coordinates (Å):
Os: 0.5046 0.7343 -0.6387  0.693
H: 1.1007 -1.5890 3.7488  0.033
H: 1.1064 -2.1786 3.1958  -0.026
P: -0.3408 1.8430 1.2021  0.962
P: 2.5554 -0.1124 -0.7224  0.909
C: 2.7259 -0.2276 -2.5127  -1.460
H: 3.7753 -0.4965 -2.6409  0.452
H: 2.0969 -1.0163 -2.9357  0.351
H: 2.5019 0.7569 -2.9547  0.420
C: 4.0196 0.7011 -0.0890  -1.178
H: 4.0585 0.5578 1.0035  0.388
H: 4.8638 0.2129 -0.5983  0.498
H: 3.9436 1.7597 -0.3801  0.407
C: 2.8399 -1.8035 -0.1180  -1.275
H: 2.2217 -2.5545 -0.6332  0.393
H: 3.9018 -1.9953 -0.3396  0.461
H: 2.6729 -1.8188 0.9729  0.355
C: 0.7305 3.1362 2.0245  -1.265
H: 0.1999 3.8524 2.6854  0.432
H: 1.4651 2.5943 2.6370  0.406
H: 1.2257 3.6905 1.2088  0.421
C: -1.7509 2.8790 0.6170  -1.322
H: -2.5937 2.2464 0.3190  0.362
H: -2.1583 3.5662 1.3727  0.426
H: -1.4296 3.4778 -0.2441  0.371
C: -1.1178 1.1684 2.7536  -1.136
H: -0.3247 0.6423 3.3042  0.323
H: -1.5348 1.9597 3.4104  0.436
H: -1.9416 0.4840 2.4959  0.361
C: -0.0764 1.5312 -2.2205  0.144
O: -0.2077 2.3184 -3.0530  -0.292
H: 1.4771 1.9048 -0.0746  -0.100
Cl: -1.1049 -3.7492 -2.5060  -0.048
C: -2.2269 -2.7626 -1.6631  0.303
C: -3.5557 -3.1411 -1.5726  -0.427
C: -4.4989 -2.4327 -0.8390  -0.440
C: -4.0688 -1.3137 -0.1180  -0.592
C: -2.7227 -0.9279 -0.1546  0.330
C: -1.7672 -1.5996 -0.9678  0.482
C: -0.3112 -1.2750 -0.9517  -1.555
H: -3.9209 -4.0612 -2.0696  0.412
H: -5.5391 -2.7615 -0.7839  0.435
H: -4.7771 -0.8083 0.5010  0.481
H: -2.3697 -0.1267 0.5087  -0.281
H: 0.2222 -1.9104 -0.2134  0.359
H: 0.1300 -1.3549 -1.9661  0.588

Computed properties:
LUMO (spin up / spin down)   -0.231 / -0.386 Ha
HOMO-LUMO gap (spin up / spin down)   8.2 / 5.4 eV
Charge   +2
Spin multiplicity   5

---

[4]
Formula: C6H13NO2
Source: the Open Molecules 2025 dataset
Level of theory: ωB97M-V/def2-TZVPD

Each line ends with the Mulliken charge.
Cartesian coordinates (Å):
C: -0.5085 0.3669 0.2069  0.393
C: -1.9506 0.0702 0.0459  0.111
C: 0.3845 -0.4212 -0.7986  -1.042
C: 1.8673 -0.2406 -0.6382  0.867
C: 2.6387 -1.3160 0.1070  -1.319
C: 2.0253 1.1852 -0.1202  -1.478
H: -0.1785 1.0163 2.1506  0.240
H: -0.4395 -0.5935 2.0389  0.286
H: -0.4404 1.4692 -0.0172  0.330
H: 0.1218 -1.6248 -0.8874  0.250
H: 0.0150 -0.0618 -1.8029  0.339
H: 2.3410 -0.1554 -1.8044  0.298
H: 2.1950 -2.3158 -0.2354  0.312
H: 2.5493 -0.9480 1.1396  0.305
H: 3.7481 -1.4079 -0.1531  0.323
H: 1.4952 1.1259 0.8622  0.356
H: 3.1041 1.4063 -0.1010  0.433
H: 1.5917 1.8421 -0.7887  0.335
H: -3.3020 0.5620 -1.0951  0.343
N: 0.0919 0.1647 1.6057  -0.684
O: -2.6069 -0.8134 0.5146  -0.557
O: -2.4162 0.8966 -0.9350  -0.444

Computed properties:
LUMO   0.024 Ha
SMILES   CC(C)C[C@H](N)C(=O)O
ΔE to the lowest compared entry with this formula, charge and spin   46.9 kcal per mole
HOMO-LUMO gap   10.3 eV

---

[5]
Formula: C2H3O2
Source: the Open Molecules 2025 dataset
Level of theory: ωB97M-V/def2-TZVPD

Each line ends with the Mulliken charge.
Cartesian coordinates (Å):
O: -5.4063 -0.0755 1.0026  -1.107
C: 1.9064 -0.2359 -0.6623  0.067
O: 2.2660 -0.7696 0.5206  -0.735
C: 2.7198 0.8489 -0.5172  -0.705
H: 3.6871 1.0325 -0.0528  0.097
H: -6.3693 -0.1128 1.0778  0.107
H: 1.1963 -0.6876 -1.3687  0.275

Computed properties:
LUMO (spin up / spin down)   0.259 / 0.254 Ha
HOMO-LUMO gap (spin up / spin down)   6.0 / 6.5 eV
Charge   -2
Spin multiplicity   2

---

no.,F_max (eV Å⁻¹)
1,5.36
2,2.03
3,4.78
4,4.98
5,5.44